{
  "formula": "C10H10ClFPm",
  "method": "the ωB97M-V functional and the def2-TZVPD basis",
  "homo_ev": [-4.53, -4.59],
  "largest_force_ev_per_a": 2.05,
  "s_squared": 6.006,
  "orbital_gap_ev": [7.545, 7.606],
  "charge": -1,
  "multiplicity": 5,
  "species": ["C", "C", "C", "H", "C", "C", "H", "H", "H", "H", "Pm", "Cl", "C", "C", "C", "H", "C", "C", "H", "H", "H", "H", "F"],
  "coordinates": [[1.381541, 0.163633, -2.158275], [0.028320, -0.193518, -2.488958], [-0.218715, -1.505713, -1.955959], [-0.719952, 0.464057, -2.961568], [0.960163, -1.942769, -1.273877], [1.963309, -0.912864, -1.419535], [2.913749, -0.860459, -0.844691], [1.818260, 1.168929, -2.298333], [-1.170939, -2.029659, -1.989693], [1.036016, -2.832570, -0.629006], [0.317171, 0.261732, 0.154816], [0.454434, 2.794004, -0.198782], [-1.616399, 0.581432, 1.903864], [-1.420670, -0.850155, 1.943083], [-1.969464, -1.404426, 0.751581], [-0.780978, -1.395556, 2.662509], [-2.499379, -0.325006, -0.042596], [-2.259600, 0.893680, 0.655520], [-2.413890, 1.901632, 0.237722], [-1.072011, 1.310155, 2.528407], [-1.926420, -2.458776, 0.448060], [-2.937300, -0.413199, -1.048992], [1.693506, 0.189340, 1.858586]],
  "forces_ev_per_a": [[0.0918, -0.3212, -0.5261], [0.4645, -0.5930, 0.3344], [0.9417, 0.7399, -0.0267], [0.5793, -0.4886, 0.2042], [-0.0029, 0.6944, -0.2350], [-0.0693, -0.1733, -0.1200], [-0.7098, -0.1633, -0.7319], [-0.2223, -0.8478, -0.0558], [0.3158, 0.1218, 0.0004], [0.0464, 0.4556, -0.5808], [-0.6787, -0.5492, 1.8529], [0.0498, 0.9797, -0.2345], [0.1373, -0.4823, -0.5064], [0.0870, 0.5720, -0.2185], [0.0213, 0.7811, -0.2042], [-0.6923, 0.4402, -0.3691], [0.5020, -0.1721, 0.4829], [0.0337, -0.2820, 0.3132], [-0.0563, -0.6535, 0.4496], [-0.6582, -0.4682, -0.1585], [-0.0925, 0.5582, 0.2341], [0.2202, 0.0364, 0.6862], [-0.3085, -0.1850, -0.5904]]
}